1.
CH2FNO | wB97M-V/def2-TZVPD

For the molar mass, the calculation gives 63.03 u. For the HOMO energy, the calculation gives -10.04 eV. The charge is 0. For the LUMO energy, the calculation gives 1.0164 eV. The calculation puts the energy relative to the best compared isomer or geometry (same formula, charge and spin) at 387.7 kJ/mol.

Last columns: bonded neighbours and bond lengths (Å).
CARTESIAN COORDINATES (ANGSTROEM)
1 F 0.7256 0.3769 -1.4240  C2 1.286
2 C 0.4627 -0.2279 -0.3202  F1 1.286, N3 1.388, O4 1.649, H5 1.048
3 N -0.4941 0.2909 0.5417  C2 1.388, O4 1.458, H6 1.014
4 O 0.8270 0.7393 0.9641  C2 1.649, N3 1.458
5 H 0.7539 -1.2346 -0.3495  C2 1.048
6 H -0.7855 1.0981 0.0011  N3 1.014

Here is what Löwdin gives for the atomic charges, in e: 0.1254, -0.2952, 0.0129, -0.0856, 0.1374, 0.1052



2.
C2H3N3O | wB97M-V/def2-TZVPD

For the molar mass, the calculation gives 85.07 u. For the HOMO energy, the calculation gives -9.06 eV. The charge is 0. For the LUMO energy, the calculation gives 0.5312 eV. The calculation puts the energy relative to the best compared isomer or geometry (same formula, charge and spin) at 130.4 kJ/mol.

Last columns: bonded neighbours and bond lengths (Å).
CARTESIAN COORDINATES (ANGSTROEM)
1 N -1.5655 -0.1887 -0.2659  C2 1.375, H7 1.011, H8 1.009
2 C -0.3028 -0.5984 0.0940  N1 1.375, C3 1.481, O6 1.217
3 C 0.7575 0.3082 -0.4046  C2 1.481, N4 1.300, H9 1.081
4 N 1.7955 0.4965 0.3558  C3 1.300, N5 1.132
5 N 2.6676 0.6968 1.0493  N4 1.132
6 O -0.0858 -1.6051 0.7417  C2 1.217
7 H -2.3155 -0.7016 0.1771  N1 1.011
8 H -1.7192 0.8030 -0.3749  N1 1.009
9 H 0.7681 0.7893 -1.3725  C3 1.081

These are the Löwdin partial charges, in e, on atoms 1 to 8: 0.1355, -0.5624, -0.0789, -0.0994, 0.2420, 0.0501, 0.1059, 0.0949